(1)
The following is a DFT calculation (ωB97M-V/def2-TZVPD) of a 2-piece molecular cluster, C9H24B3O8P overall in a non-equilibrium geometry.

Properties
- structure (SMILES) = CC(C)C[C@@H](C)COB1OBOB(P(=O)(O)O)O1.CCO
- 2S+1 = 1
- Kohn-Sham gap (eV) = 10.19

Last column: natural (NBO) charge in e.
Geometry (Å):
C  3.713  1.147  0.781  -0.61
C  3.579  0.543  -0.625  -0.22
C  2.517  -0.556  -0.674  -0.62
C  3.458  1.618  -1.722  -0.39
C  2.080  2.177  -2.094  -0.25
C  1.299  1.281  -3.061  -0.61
C  1.253  2.616  -0.894  -0.06
O  -0.064  3.023  -1.298  -0.70
B  -1.097  2.350  -0.747  1.31
O  -2.255  2.995  -0.363  -0.88
B  -3.381  2.204  -0.393  1.01
O  -3.272  0.935  0.174  -0.86
B  -2.178  0.281  -0.310  0.74
P  -2.228  -1.626  -0.699  2.10
O  -3.580  -2.053  -1.042  -1.05
O  -1.212  -1.835  -1.925  -0.97
O  -1.620  -2.454  0.541  -0.98
O  -1.008  0.954  -0.577  -0.92
H  3.036  1.978  0.958  0.20
H  4.722  1.534  0.916  0.21
H  3.573  0.371  1.531  0.21
H  4.527  0.035  -0.811  0.20
H  2.586  -1.095  -1.619  0.21
H  2.705  -1.279  0.120  0.21
H  1.501  -0.182  -0.547  0.19
H  3.915  1.224  -2.629  0.21
H  4.092  2.451  -1.407  0.21
H  2.271  3.095  -2.656  0.21
H  0.501  1.864  -3.516  0.22
H  1.946  0.941  -3.865  0.21
H  0.841  0.430  -2.564  0.20
H  1.724  3.501  -0.466  0.19
H  1.215  1.870  -0.105  0.18
H  -4.371  2.513  -0.966  -0.09
H  -0.294  -1.645  -1.700  0.50
H  -0.675  -2.315  0.668  0.50
C  -3.179  -4.101  3.582  -0.64
C  -3.718  -2.767  4.058  -0.06
O  -2.730  -1.742  3.965  -0.72
H  -2.308  -4.392  4.170  0.21
H  -3.932  -4.887  3.659  0.21
H  -2.867  -4.027  2.538  0.21
H  -4.015  -2.816  5.104  0.17
H  -4.596  -2.479  3.469  0.16
H  -2.475  -1.682  3.039  0.46


(2)
The following is a DFT calculation (ωB97M-V/def2-TZVPD) of an isolated ion of composition C11H18N2O4P and charge +1.

Properties
- structure (SMILES) = CC(=O)OCCCCCc1ccn[n+](P(O)O)c1
- 2S+1 = 1
- Kohn-Sham gap (eV) = 8.14
- charge = +1

Last column: natural (NBO) charge in e.
Geometry (Å):
C  2.464  -0.662  2.792  -0.74
C  3.349  -0.886  1.593  0.80
O  4.458  -1.320  1.667  -0.51
O  2.863  -0.482  0.372  -0.54
C  1.521  -0.848  0.035  -0.07
C  1.428  -0.800  -1.476  -0.42
C  1.580  0.596  -2.118  -0.41
C  1.083  1.811  -1.337  -0.39
C  -0.438  2.092  -1.397  -0.45
C  -1.255  1.387  -0.357  0.04
C  -1.634  1.976  0.832  -0.15
C  -2.398  1.252  1.752  0.04
N  -2.783  0.011  1.545  -0.16
N  -2.413  -0.537  0.407  -0.33
P  -2.912  -2.333  0.246  1.53
O  -4.430  -1.949  0.587  -0.96
O  -3.014  -2.395  -1.365  -0.97
C  -1.698  0.073  -0.528  0.07
H  2.444  0.401  3.036  0.24
H  1.437  -0.996  2.647  0.21
H  2.899  -1.200  3.630  0.26
H  0.833  -0.151  0.527  0.15
H  1.302  -1.856  0.399  0.19
H  0.525  -1.321  -1.814  0.18
H  2.255  -1.414  -1.841  0.25
H  1.059  0.579  -3.081  0.21
H  2.634  0.732  -2.355  0.24
H  1.432  1.805  -0.302  0.21
H  1.545  2.688  -1.796  0.24
H  -0.567  3.163  -1.226  0.24
H  -0.828  1.891  -2.396  0.24
H  -1.356  2.998  1.058  0.25
H  -2.719  1.689  2.688  0.24
H  -4.979  -2.727  0.758  0.53
H  -2.217  -2.781  -1.756  0.51
H  -1.470  -0.486  -1.425  0.24


(3)
The following is a DFT calculation (ωB97M-V/def2-TZVPD) of C41H56BrN4O3SbSi3Ti as an isolated structure in a non-equilibrium geometry.

Properties
- 2S+1 = 2
- Kohn-Sham gap (alpha / beta) (eV) = 7.27 / 7.36
- charge = +1

Last column: Mulliken spin population.
Geometry (Å):
Ti  0.377  0.055  -0.055  0.83
C  2.613  -2.154  -0.505  0.02
C  1.620  -2.521  0.548  0.01
C  1.863  -3.705  1.223  0.00
C  1.040  -4.104  2.262  0.00
C  -0.068  -3.307  2.504  -0.01
C  -0.315  -2.159  1.768  0.02
N  0.552  -1.712  0.818  -0.01
Sb  -2.431  -1.622  2.187  0.00
C  -2.433  0.341  3.288  0.00
C  -2.970  0.237  4.562  0.00
C  -2.951  1.360  5.376  0.00
C  -2.403  2.528  4.878  0.00
C  -1.896  2.541  3.581  0.00
C  -1.338  3.800  3.000  0.00
N  -1.913  1.452  2.816  0.01
C  -3.401  -1.835  0.197  0.00
C  -4.782  -1.942  0.271  0.00
C  -5.484  -2.293  -0.867  0.00
C  -4.770  -2.584  -2.016  0.00
C  -3.384  -2.495  -2.003  0.00
C  -2.615  -2.861  -3.232  0.00
N  -2.718  -2.104  -0.907  0.00
H  2.836  -3.031  -1.110  0.00
H  2.276  -1.333  -1.133  0.00
H  3.534  -1.850  -0.017  0.00
H  2.709  -4.308  0.933  0.00
H  1.225  -5.009  2.818  0.00
H  -0.783  -3.600  3.262  0.00
H  -3.397  -0.699  4.897  0.00
H  -3.355  1.327  6.377  0.00
H  -2.365  3.423  5.479  0.00
H  -2.138  4.369  2.524  0.00
H  -0.591  3.562  2.250  0.00
H  -0.905  4.421  3.780  0.00
H  -5.279  -1.759  1.215  0.00
H  -6.562  -2.351  -0.858  0.00
H  -5.278  -2.883  -2.919  0.00
H  -3.309  -3.061  -4.042  0.00
H  -2.018  -3.753  -3.051  0.00
H  -1.953  -2.063  -3.558  0.00
C  -0.894  3.333  -0.273  0.00
O  0.085  2.386  0.092  0.02
Si  1.690  2.672  -0.378  0.03
C  1.582  3.038  -2.257  0.00
C  2.237  4.277  0.519  0.00
C  2.395  0.961  0.044  0.04
Si  2.811  0.788  1.909  0.02
C  4.187  1.956  2.551  0.00
C  3.318  -0.919  2.664  0.00
C  1.142  1.147  2.776  0.00
Si  4.019  0.857  -0.994  0.02
C  5.418  -0.299  -0.373  0.00
C  4.934  2.533  -1.103  0.00
C  3.609  0.279  -2.782  0.02
H  -0.583  4.332  0.036  0.00
H  -1.843  3.083  0.207  0.00
H  -1.035  3.330  -1.358  0.00
H  1.255  4.060  -2.429  0.00
H  0.861  2.380  -2.741  -0.01
H  2.531  2.916  -2.763  0.00
H  1.680  5.151  0.187  0.00
H  3.285  4.473  0.325  0.00
H  2.114  4.198  1.596  0.00
H  5.158  1.619  2.204  0.00
H  4.224  1.977  3.637  0.00
H  4.059  2.975  2.207  0.00
H  4.016  -1.491  2.066  0.00
H  2.462  -1.556  2.866  0.00
H  3.809  -0.745  3.617  0.00
H  1.003  2.213  2.905  0.00
H  1.056  0.689  3.756  0.00
H  0.312  0.779  2.154  0.00
H  5.386  -0.481  0.693  0.00
H  6.376  0.166  -0.578  0.00
H  5.434  -1.258  -0.877  0.00
H  5.262  2.849  -0.119  0.00
H  4.330  3.331  -1.514  0.00
H  5.821  2.446  -1.723  0.00
H  2.559  0.423  -3.024  -0.01
H  3.849  -0.768  -2.945  0.00
H  4.188  0.844  -3.506  0.00
N  -0.125  -1.212  -1.864  -0.04
C  0.472  -2.276  -2.596  0.05
C  1.099  -2.020  -3.809  -0.01
C  1.652  -3.056  -4.540  0.00
C  1.575  -4.355  -4.066  0.00
C  0.941  -4.620  -2.862  0.00
C  0.386  -3.586  -2.128  0.00
H  -1.025  -1.556  -1.461  -0.01
H  -0.355  -0.443  -2.508  0.02
H  1.151  -1.008  -4.184  0.00
H  2.125  -2.846  -5.487  0.00
H  1.997  -5.160  -4.646  0.00
H  0.866  -5.636  -2.503  0.00
H  -0.106  -3.786  -1.187  0.00
Br  -3.516  0.581  -3.547  0.00
C  -4.315  0.878  -1.866  0.00
C  -5.694  1.022  -1.828  0.00
C  -6.334  1.245  -0.621  0.00
C  -5.594  1.332  0.548  0.00
C  -4.221  1.181  0.504  0.00
C  -3.557  0.940  -0.698  0.00
C  -2.080  0.736  -0.690  0.01
O  -1.385  1.015  -1.680  -0.01
O  -1.528  0.250  0.353  0.00
H  -6.259  0.969  -2.747  0.00
H  -7.407  1.360  -0.597  0.00
H  -6.085  1.520  1.490  0.00
H  -3.626  1.272  1.399  0.00


- Which value of 2S+1 does entry 3 give?
  2


- 2S+1 of number 1 (C9H24B3O8P)?
  1